1.
A molecular structure, C11H13B2F4InNO5Se. Source: OMol25; level of theory: ωB97M-V with the def2-TZVPD basis set.

```
38
Properties=species:S:1:pos:R:3:forces:R:3:lowdin_charge:R:1
In 0.475 -0.745 0.711 0.30 -0.36 0.17 0.78
O 0.562 -5.022 -0.846 0.00 -0.07 -0.06 0.14
C 0.108 -3.790 -0.603 -0.07 -0.08 0.00 -0.50
O -0.187 -3.397 0.495 -0.12 -0.02 0.03 0.06
C -0.016 -2.956 -1.873 -0.14 -0.10 -0.12 -0.11
O 0.591 -1.693 -1.756 -0.15 0.16 -0.05 -0.19
C 2.006 -1.744 -1.907 0.22 0.15 0.10 -0.10
C 2.623 -2.422 -0.686 0.08 0.11 0.21 -0.61
O 3.478 -3.273 -0.828 0.12 -0.01 0.02 0.07
O 2.143 -2.026 0.454 -0.09 0.24 0.02 -0.08
H 0.713 -5.462 0.006 -0.08 0.05 0.03 0.14
H 0.400 -3.517 -2.712 -0.01 0.05 -0.04 0.14
H -1.077 -2.764 -2.036 -0.03 -0.08 0.01 0.13
H 2.295 -2.251 -2.828 -0.08 -0.10 0.03 0.14
H 2.333 -0.706 -1.939 0.07 -0.04 -0.11 0.11
F -0.169 0.988 2.703 0.02 0.03 -0.06 0.11
B 0.462 -0.028 3.441 -0.21 -0.20 0.29 -1.27
F 1.660 -0.345 2.687 -0.09 -0.01 -0.45 0.07
F -0.320 -1.199 3.332 0.03 0.08 0.01 0.09
F 0.748 0.318 4.729 0.02 0.02 -0.07 0.18
Se -2.003 -0.724 0.245 0.17 -0.05 0.13 0.81
C -2.407 1.127 0.561 0.02 0.01 -0.05 -0.63
C -3.329 1.445 1.550 -0.01 0.01 0.04 -0.14
C -3.674 2.769 1.781 0.01 0.01 -0.01 -0.09
C -3.089 3.784 1.036 0.02 -0.04 -0.01 -0.10
C -2.166 3.465 0.050 -0.02 0.05 0.00 -0.08
C -1.831 2.142 -0.197 0.00 0.01 -0.01 -0.13
H -3.762 0.655 2.150 0.02 0.00 0.00 0.10
H -4.389 3.009 2.559 0.01 0.00 0.00 0.10
H -3.345 4.818 1.228 0.00 0.00 0.00 0.09
H -1.700 4.249 -0.534 0.01 -0.01 0.01 0.10
H -1.113 1.905 -0.971 0.00 -0.03 0.00 0.09
B 2.555 2.559 -2.034 0.02 0.00 -0.16 -0.40
C 1.923 1.651 -0.928 -0.11 0.01 0.19 -0.17
N 1.434 0.945 -0.154 0.07 0.17 -0.09 0.12
H 3.172 3.458 -1.515 -0.01 -0.02 0.05 0.00
H 1.622 2.959 -2.699 0.02 0.02 -0.01 0.00
H 3.274 1.817 -2.674 0.01 0.03 -0.02 0.00
```
Forces are in eV/Å.

Results
Largest force on an atom   0.5 eV/A
Charge   -1
Total energy   -3899.05424 Ha
HOMO-LUMO gap   8.33 eV

2.
C3H7Cl in the gas phase in a non-equilibrium geometry. Source: OMol25; level of theory: ωB97M-V with the def2-TZVPD basis set.

```
11
Properties=species:S:1:pos:R:3:forces:R:3:lowdin_charge:R:1
C -0.384 -0.319 1.623 -1.16 1.75 -1.10 -0.11
C -0.459 0.216 0.172 2.04 0.94 2.46 -0.75
C -0.188 1.719 -0.147 -1.83 -1.04 2.00 -0.10
Cl 0.533 -0.834 -0.869 1.29 -0.47 -0.30 0.59
H -0.714 0.318 2.420 -0.09 1.11 0.04 0.07
H 0.582 -0.581 1.791 3.18 -0.34 0.71 0.02
H -0.879 -1.200 1.864 -1.40 -1.82 -0.56 0.05
H -1.301 -0.030 -0.300 -4.06 -0.44 -1.03 0.01
H -0.139 1.594 -1.165 0.69 0.69 -2.63 0.01
H 0.753 2.084 0.286 -0.64 0.24 -0.07 0.08
H -1.180 2.303 -0.008 1.98 -0.62 0.48 0.11
```
Forces are in eV/Å.

Results
Largest force on an atom   4.2 eV/A
SMILES   CC(C)Cl
Total energy   -578.65785 Ha
HOMO-LUMO gap   11.57 eV

3.
A molecular structure, C24H34ClEuN2O6S in a non-equilibrium geometry. Source: OMol25; level of theory: ωB97M-V with the def2-TZVPD basis set.

```
69
Properties=species:S:1:pos:R:3:forces:R:3:lowdin_charge:R:1
Eu 0.555 -0.036 0.082 1.06 -1.44 -0.35 1.86
Cl 4.068 4.995 4.316 0.01 0.00 0.01 0.71
C 3.176 3.685 3.629 -0.08 0.03 0.17 -0.67
C 2.121 3.107 4.359 0.01 0.03 0.02 -0.06
C 1.385 2.070 3.841 -0.02 0.04 0.08 0.00
C 1.660 1.552 2.564 0.04 -0.17 0.00 -0.34
O 0.946 0.565 2.083 0.29 0.55 1.16 -0.25
C 2.739 2.132 1.837 0.01 0.03 -0.11 -0.13
C 3.154 1.673 0.550 0.05 0.05 0.11 -0.15
O 2.653 0.737 -0.105 1.10 0.48 -0.07 -0.15
C 3.480 3.203 2.394 0.06 -0.02 -0.14 -0.05
H 1.895 3.493 5.345 0.00 0.00 -0.03 0.12
H 0.573 1.628 4.404 0.02 0.01 0.01 0.12
H 4.009 2.197 0.106 0.05 0.01 0.02 0.14
H 4.295 3.638 1.827 -0.02 -0.01 0.01 0.12
C -6.791 -0.937 -2.645 0.07 0.02 0.04 -0.04
O -5.816 -0.506 -1.688 -0.04 -0.04 -0.01 -0.05
C -4.557 -0.948 -1.799 -0.05 -0.30 -0.45 -0.26
C -4.106 -1.798 -2.853 -0.08 0.13 0.18 0.09
C -2.763 -2.211 -2.946 -0.15 0.05 0.00 0.00
C -1.812 -1.818 -2.024 0.23 0.22 0.32 -0.06
C -0.430 -2.197 -2.185 0.02 0.12 0.46 -0.37
C -0.012 -3.113 -3.289 -0.03 0.08 -0.07 -0.03
O 0.507 -1.737 -1.377 -0.18 -0.41 -0.48 -0.27
C -2.312 -0.963 -0.890 0.40 -0.26 -0.10 -0.30
O -1.501 -0.569 0.042 -2.02 -0.51 -0.34 -0.22
C -3.650 -0.568 -0.843 -0.21 0.08 0.20 0.06
H -7.721 -0.472 -2.345 -0.03 0.03 0.02 0.10
H -6.906 -2.021 -2.624 0.01 -0.01 0.01 0.10
H -6.525 -0.603 -3.648 0.00 0.01 -0.02 0.10
H -4.807 -2.136 -3.605 0.05 0.01 0.01 0.12
H -2.472 -2.835 -3.777 -0.09 0.02 -0.04 0.11
H -0.030 -2.612 -4.265 0.00 -0.05 0.04 0.10
H -0.650 -3.998 -3.369 0.03 0.02 0.02 0.09
H 1.010 -3.437 -3.104 0.02 -0.01 -0.02 0.07
H -3.986 0.026 -0.003 0.07 0.01 -0.01 0.13
N 4.099 -4.133 1.367 -0.09 0.04 -0.03 0.07
C 2.924 -4.032 2.313 0.04 -0.02 -0.07 -0.08
C 2.360 -2.619 2.268 0.01 0.11 -0.06 -0.17
N 1.996 -2.204 0.913 0.13 -0.18 0.00 -0.12
C 3.152 -2.313 0.015 0.01 -0.01 0.05 -0.20
C 3.719 -3.719 -0.039 0.00 -0.03 0.17 -0.08
H 4.478 -5.081 1.372 -0.02 -0.03 -0.01 0.19
H 4.847 -3.521 1.700 0.03 0.00 0.00 0.19
H 3.265 -4.310 3.308 0.04 0.00 0.01 0.14
H 2.194 -4.764 1.971 -0.01 -0.03 0.00 0.14
H 3.094 -1.908 2.656 -0.02 0.02 0.03 0.14
H 1.494 -2.566 2.926 -0.03 0.01 0.00 0.14
H 1.249 -2.791 0.549 -0.04 -0.06 -0.11 0.11
H 3.919 -1.617 0.364 -0.01 0.05 -0.03 0.13
H 2.864 -2.014 -0.989 -0.04 0.00 -0.06 0.11
H 4.606 -3.789 -0.666 0.04 0.01 0.02 0.14
H 2.978 -4.438 -0.387 0.00 -0.03 0.00 0.14
C -3.207 3.172 0.834 0.02 0.00 -0.05 -0.09
C -1.755 2.753 0.629 -0.06 0.07 -0.02 -0.38
S -1.442 2.247 -1.069 0.01 0.35 -0.17 1.01
O 0.027 1.749 -1.066 -0.73 1.00 -0.33 -0.64
C -1.356 3.857 -1.865 0.16 -0.02 -0.08 -0.36
C -0.214 4.741 -1.390 -0.08 0.03 -0.02 -0.11
H -3.335 3.538 1.851 0.01 -0.02 0.01 0.09
H -3.890 2.336 0.687 0.02 0.01 -0.02 0.07
H -3.502 3.977 0.160 0.01 0.01 0.03 0.08
H -1.515 1.875 1.228 -0.01 -0.06 0.09 0.07
H -1.046 3.545 0.865 0.04 0.00 0.06 0.09
H -2.340 4.304 -1.715 -0.01 0.00 -0.04 0.09
H -1.267 3.609 -2.924 0.01 0.05 -0.01 0.10
H -0.408 5.178 -0.411 0.00 -0.01 -0.01 0.08
H -0.091 5.563 -2.094 -0.01 0.00 0.01 0.09
H 0.723 4.188 -1.354 0.00 -0.02 -0.02 0.07
```
Forces are in eV/Å.

Results
Largest force on an atom   2.1 eV/A
Charge   +2
Total energy   -3064.02608 Ha
HOMO-LUMO gap (spin up / spin down)   5.22 / 5.30 eV
Multiplicity   7

4.
C25H25NO6 in the gas phase in a non-equilibrium geometry. Source: OMol25; level of theory: ωB97M-V with the def2-TZVPD basis set.

```
57
Properties=species:S:1:pos:R:3:forces:R:3:lowdin_charge:R:1
C -1.553 5.894 1.223 0.08 0.00 -0.24 -0.11
C -0.581 5.560 0.099 0.06 -0.08 0.27 -0.26
C 0.749 5.041 0.641 -0.06 -0.10 -0.54 -0.19
C 1.697 4.637 -0.491 0.12 0.28 0.44 -0.20
O 1.187 3.586 -1.285 -0.10 -0.16 -0.20 -0.05
C 1.144 2.322 -0.784 -0.08 -0.31 0.08 -0.27
C 1.748 1.893 0.393 0.07 0.43 -0.07 -0.01
C 1.660 0.565 0.773 -0.21 -0.27 -0.22 -0.02
C 0.971 -0.353 0.002 0.18 0.17 0.16 -0.19
C 0.897 -1.809 0.403 -0.21 0.22 0.19 -0.16
C -0.536 -2.275 0.546 0.12 -0.39 -0.48 -0.01
C -1.417 -1.640 1.532 -0.02 -0.06 0.01 -0.28
O -1.181 -0.532 1.988 -0.11 -0.32 -0.03 0.11
C -2.581 -2.405 1.963 -0.91 0.87 0.82 -0.18
C -3.678 -1.983 2.681 0.80 -0.09 -0.50 0.03
C -4.495 -3.113 2.853 0.22 -0.51 -0.24 -0.01
C -3.842 -4.155 2.242 -0.74 0.16 0.46 -0.31
C -4.203 -5.588 2.101 0.32 0.16 -0.13 0.00
O -2.690 -3.730 1.710 0.22 -0.28 -0.06 0.09
C -0.781 -3.193 -0.413 -0.01 0.28 0.36 -0.16
O -1.884 -3.838 -0.789 0.17 -0.01 -0.19 0.12
C 0.471 -3.453 -1.177 0.12 -0.18 0.01 -0.39
O 0.561 -4.247 -2.097 -0.08 -0.07 -0.17 0.08
N 1.425 -2.681 -0.628 -0.01 -0.09 0.15 0.01
C 2.788 -2.614 -1.106 0.05 0.17 -0.13 -0.03
C 3.025 -1.423 -1.979 -0.21 -0.41 -0.76 -0.27
C 2.641 -1.159 -3.260 0.25 -0.31 0.57 -0.02
C 3.103 0.147 -3.549 0.29 0.27 0.35 -0.06
C 3.731 0.576 -2.422 -0.17 0.29 -0.78 -0.12
O 3.690 -0.365 -1.467 0.14 -0.22 0.38 0.04
C 0.360 0.077 -1.171 0.10 0.11 0.18 -0.01
C 0.448 1.393 -1.562 -0.01 0.17 0.06 0.02
H -2.491 6.267 0.819 -0.13 0.05 0.05 0.07
H -1.134 6.656 1.878 -0.01 0.08 0.12 0.07
H -1.765 5.009 1.819 -0.05 -0.07 0.10 0.07
H -0.401 6.451 -0.507 0.00 -0.01 -0.10 0.11
H -1.019 4.799 -0.549 0.01 0.05 -0.07 0.11
H 1.235 5.812 1.242 0.05 -0.01 0.07 0.12
H 0.558 4.178 1.281 0.06 0.02 0.10 0.11
H 2.688 4.381 -0.095 -0.05 0.01 -0.10 0.12
H 1.813 5.470 -1.191 0.05 -0.07 0.11 0.13
H 2.297 2.575 1.022 0.02 0.11 0.04 0.11
H 2.136 0.249 1.689 0.05 -0.05 0.11 0.12
H 1.454 -1.952 1.337 -0.05 -0.02 -0.06 0.17
H -3.856 -0.983 3.021 0.04 0.23 0.04 0.12
H -5.437 -3.160 3.359 -0.20 -0.09 0.08 0.11
H -5.175 -5.772 2.550 -0.04 0.00 0.02 0.08
H -3.459 -6.217 2.589 0.00 -0.09 0.03 0.09
H -4.233 -5.863 1.048 -0.05 -0.08 -0.05 0.09
H -1.627 -4.403 -1.543 0.07 0.12 0.08 0.13
H 3.465 -2.571 -0.248 -0.02 -0.10 -0.08 0.14
H 2.959 -3.532 -1.674 0.06 0.13 0.12 0.14
H 2.101 -1.817 -3.910 -0.14 -0.22 -0.10 0.12
H 2.983 0.686 -4.466 0.01 0.19 -0.17 0.10
H 4.230 1.494 -2.185 0.08 0.11 0.14 0.12
H -0.184 -0.628 -1.783 -0.06 -0.06 -0.10 0.13
H -0.014 1.735 -2.474 -0.05 0.05 -0.13 0.12
```
Forces are in eV/Å.

Results
Largest force on an atom   1.5 eV/A
SMILES   CCCCOc1ccc([C@H]2C(C(=O)c3ccc(C)o3)=C(O)C(=O)N2Cc2ccco2)cc1
Total energy   -1473.83209 Ha
HOMO-LUMO gap   7.87 eV